Entry 1:
{
  "formula": "C45H102AsF6N6O6",
  "method": "ωB97M-V/def2-TZVPD",
  "symbols": ["As", "F", "F", "F", "F", "F", "F", "O", "O", "O", "O", "O", "O", "N", "N", "N", "N", "N", "N", "C", "C", "C", "C", "C", "C", "C", "C", "C", "C", "C", "C", "C", "C", "C", "C", "C", "C", "C", "C", "C", "C", "C", "C", "C", "C", "C", "C", "C", "C", "C", "C", "C", "C", "C", "C", "C", "C", "C", "C", "C", "C", "C", "C", "C", "H", "H", "H", "H", "H", "H", "H", "H", "H", "H", "H", "H", "H", "H", "H", "H", "H", "H", "H", "H", "H", "H", "H", "H", "H", "H", "H", "H", "H", "H", "H", "H", "H", "H", "H", "H", "H", "H", "H", "H", "H", "H", "H", "H", "H", "H", "H", "H", "H", "H", "H", "H", "H", "H", "H", "H", "H", "H", "H", "H", "H", "H", "H", "H", "H", "H", "H", "H", "H", "H", "H", "H", "H", "H", "H", "H", "H", "H", "H", "H", "H", "H", "H", "H", "H", "H", "H", "H", "H", "H", "H", "H", "H", "H", "H", "H", "H", "H", "H", "H", "H", "H"],
  "xyz": [[3.073, -29.864, -4.701], [2.937, -31.143, -5.888], [3.174, -28.583, -5.876], [3.088, -28.589, -3.493], [4.847, -30.046, -4.725], [3.037, -31.064, -3.362], [1.306, -29.799, -4.836], [6.655, -35.583, -3.532], [9.816, -31.877, -8.621], [-0.825, -29.988, -9.361], [7.578, -29.525, -3.092], [-2.067, -33.748, -2.671], [-0.535, -25.881, -3.562], [-0.031, -26.643, -0.663], [2.124, -30.845, -9.727], [7.292, -28.624, -2.331], [5.632, -35.511, -2.897], [-2.129, -33.250, -3.776], [7.797, -30.526, -6.961], [-1.194, -31.615, -5.302], [5.242, -29.437, -1.243], [6.925, -29.310, -6.812], [1.402, -31.798, -8.827], [8.459, -32.226, -8.833], [5.965, -37.845, -2.099], [9.182, -30.015, -6.514], [3.133, -31.576, -10.549], [7.053, -27.204, -2.869], [-3.229, -34.924, -5.373], [6.700, -29.065, -1.005], [4.694, -34.327, -3.106], [1.168, -30.240, -10.740], [6.538, -35.878, -0.571], [4.098, -36.468, -1.254], [7.705, -30.967, -8.428], [7.575, -30.181, -0.412], [3.229, -35.196, -1.229], [-1.771, -27.746, 0.957], [7.157, -26.222, -1.720], [-0.968, -25.045, -2.494], [8.272, -26.927, -3.774], [-2.311, -31.870, -6.273], [1.263, -25.851, -0.558], [-4.622, -33.665, -3.683], [-1.239, -25.839, -1.219], [7.383, -31.616, -5.988], [3.259, -34.622, -2.631], [-3.369, -33.603, -4.589], [5.587, -36.426, -1.662], [0.127, -27.934, -1.501], [0.086, -32.330, -3.313], [-0.082, -33.913, -5.249], [0.027, -25.087, -4.596], [1.150, -28.920, -0.935], [4.662, -34.103, -4.632], [5.192, -33.099, -2.354], [6.348, -26.574, -0.449], [2.768, -29.740, -8.918], [6.791, -27.934, 0.054], [0.135, -29.298, -10.125], [-0.823, -32.827, -4.402], [5.784, -27.057, -3.669], [-3.582, -32.420, -5.576], [-0.434, -27.041, 0.776], [-1.877, -24.532, -2.813], [8.172, -26.018, -1.368], [7.850, -30.141, -9.122], [5.236, -33.226, -1.268], [5.744, -38.541, -1.291], [-0.305, -26.180, 1.431], [-0.717, -34.314, -6.037], [-1.695, -29.615, -9.525], [5.155, -30.226, -1.989], [-4.742, -34.627, -3.185], [9.190, -26.767, -3.214], [7.328, -31.157, -0.832], [-0.300, -31.268, -5.816], [1.697, -29.711, -11.531], [3.380, -34.466, -0.434], [-4.032, -31.599, -5.012], [0.733, -33.547, -5.875], [2.485, -33.877, -2.825], [4.616, -28.587, -1.511], [0.335, -25.690, -5.448], [-0.733, -24.418, -5.014], [0.330, -34.636, -4.547], [10.414, -32.608, -8.811], [5.691, -34.067, -4.999], [4.019, -36.928, -0.267], [3.562, -30.911, -11.296], [-1.515, -30.832, -4.611], [6.283, -28.228, 0.971], [1.844, -26.355, 0.209], [7.291, -31.148, -5.011], [3.905, -32.087, -9.978], [2.831, -35.362, -3.319], [4.441, -32.322, -2.209], [5.265, -26.656, -0.586], [4.403, -33.116, -5.028], [6.991, -29.009, -5.771], [-2.638, -30.985, -6.818], [1.091, -32.104, -3.673], [8.636, -29.942, -0.434], [6.741, -36.642, 0.178], [8.427, -27.745, -4.478], [5.924, -29.667, -7.053], [8.104, -32.407, -6.168], [5.734, -27.658, -4.577], [0.587, -28.544, -9.479], [2.008, -28.396, -0.510], [3.582, -37.184, -1.895], [-0.320, -31.417, -2.874], [8.147, -33.093, -8.249], [4.060, -34.770, -5.248], [5.761, -26.034, -4.047], [2.535, -32.326, -11.067], [6.950, -25.186, -1.995], [9.884, -30.813, -6.289], [-2.638, -27.104, 1.110], [-4.182, -35.344, -5.691], [0.801, -31.239, -8.119], [9.070, -29.295, -5.707], [7.517, -35.480, -0.848], [8.391, -32.337, -9.917], [-0.163, -24.329, -2.305], [6.357, -31.887, -6.240], [6.649, -31.229, -8.549], [0.282, -33.015, -2.487], [3.397, -29.082, -9.515], [3.524, -30.101, -8.216], [-2.783, -35.714, -4.767], [0.588, -31.070, -11.142], [0.804, -24.377, -4.302], [-2.085, -28.466, 0.201], [5.592, -38.153, -3.075], [7.801, -27.642, 0.356], [-2.655, -34.820, -6.293], [6.133, -34.968, -0.123], [-4.350, -32.725, -6.285], [9.634, -29.438, -7.321], [-5.606, -33.398, -4.066], [2.227, -35.595, -1.062], [-4.490, -32.926, -2.887], [0.875, -29.646, -0.167], [1.710, -25.867, -1.549], [4.854, -27.206, -3.126], [6.108, -32.702, -2.788], [4.784, -29.755, -0.305], [0.889, -24.894, -0.199], [7.182, -28.511, -7.504], [-1.465, -25.151, -0.407], [6.501, -25.886, 0.381], [-0.890, -28.314, -1.543], [-0.428, -28.832, -10.934], [0.890, -32.538, -9.442], [7.029, -38.075, -2.206], [-2.048, -32.593, -7.051], [8.048, -26.082, -4.423], [2.012, -29.342, -8.248], [-1.752, -28.351, 1.866], [-2.020, -26.551, -1.477], [7.320, -30.269, 0.644], [0.392, -27.719, 0.988], [1.566, -29.585, -1.693], [2.162, -32.444, -8.383], [0.492, -27.570, -2.458]],
  "molar_mass_g_mol": 1012.26,
  "gap_ha": 0.2254,
  "charge": 5,
  "max_force_ha_per_bohr": 0.102
}

---

Entry 2:
{
  "formula": "CNa10O7S",
  "method": "ωB97M-V/def2-TZVPD",
  "symbols": ["S", "Na", "Na", "Na", "Na", "Na", "Na", "Na", "Na", "Na", "Na", "O", "O", "O", "O", "O", "O", "O", "C"],
  "xyz": [[0.814, 2.730, -2.850], [2.650, -2.744, 0.869], [0.645, 2.433, 0.646], [1.442, -0.349, -1.317], [-0.028, -3.941, -1.554], [-0.969, -1.361, 4.422], [1.602, 0.360, 2.585], [-1.848, 1.166, -1.011], [-0.301, -3.755, 1.778], [-3.662, -2.127, 2.034], [-2.117, 1.199, 2.053], [1.992, 3.499, -2.473], [-0.272, 0.104, 0.566], [0.385, 1.854, -1.726], [0.360, -1.995, 0.411], [-1.124, -1.458, 1.948], [1.122, 1.891, -4.015], [-0.270, 3.610, -3.266], [-0.421, -1.117, 0.900]],
  "molar_mass_g_mol": 385.97,
  "gap_ha": 0.0815,
  "charge": 6,
  "max_force_ha_per_bohr": 0.055
}

---

Entry 3:
{
  "formula": "C2H3BrClNO3",
  "method": "ωB97M-V/def2-TZVPD",
  "symbols": ["Br", "Cl", "O", "O", "O", "N", "C", "C", "H", "H", "H"],
  "xyz": [[-0.231, 1.958, 2.076], [-0.770, -1.000, 2.673], [2.039, -0.687, 3.975], [2.308, -1.606, 1.979], [0.283, 0.463, -0.868], [2.228, -0.664, 2.780], [0.081, -0.400, 0.230], [-0.278, 0.201, 1.511], [-0.581, -1.212, -0.164], [-0.408, 0.378, -1.562], [1.143, -0.812, 0.554]],
  "molar_mass_g_mol": 204.41,
  "gap_ha": [0.3709, 0.2018],
  "charge": 0,
  "max_force_ha_per_bohr": 0.059
}

---

Entry 4:
{
  "formula": "C16H21FN2O2",
  "method": "ωB97M-V/def2-TZVPD",
  "symbols": ["F", "O", "O", "N", "N", "C", "C", "C", "C", "C", "C", "C", "C", "C", "C", "C", "C", "C", "C", "C", "C", "H", "H", "H", "H", "H", "H", "H", "H", "H", "H", "H", "H", "H", "H", "H", "H", "H", "H", "H", "H", "H"],
  "xyz": [[7.524, -0.753, -0.494], [-2.859, 1.264, -1.532], [2.028, 1.736, 1.155], [-1.408, 1.376, 0.211], [-3.500, 0.385, 0.449], [-0.793, 0.696, 1.329], [1.113, -0.045, -0.175], [-0.404, 1.929, -0.679], [6.246, -0.405, -0.258], [2.228, 0.749, 0.482], [5.919, 0.937, -0.166], [0.461, 0.818, -1.273], [4.604, 1.279, 0.082], [0.047, -0.489, 0.841], [-4.257, -2.360, -0.415], [-5.189, -1.389, 0.299], [-4.833, 0.066, -0.008], [-2.604, 1.011, -0.369], [3.621, 0.297, 0.210], [5.298, -1.402, -0.104], [3.983, -1.045, 0.124], [-5.567, 0.735, 0.459], [0.210, 2.628, -0.105], [-0.145, 1.416, 1.837], [6.685, 1.686, -0.281], [1.539, -0.930, -0.653], [-3.229, -2.190, -0.106], [-0.611, -1.212, 0.352], [-0.178, 0.177, -1.884], [3.248, -1.822, 0.268], [-4.837, 0.240, -1.086], [0.525, -0.978, 1.693], [-6.219, -1.567, -0.015], [-5.135, -1.555, 1.379], [-1.537, 0.346, 2.046], [-3.358, 0.388, 1.445], [-4.523, -3.389, -0.185], [5.597, -2.437, -0.162], [4.316, 2.315, 0.173], [-0.920, 2.463, -1.477], [-4.317, -2.217, -1.491], [1.231, 1.247, -1.916]],
  "smiles": "CCCNC(=O)N1CCC(C(=O)c2ccc(F)cc2)CC1",
  "molar_mass_g_mol": 292.35,
  "gap_ha": 0.3362,
  "charge": 0,
  "max_force_ha_per_bohr": 0.010
}

---

For reference, energy above the lowest of the compared OMol25 structures with the same formula, charge and spin by record: 0.0, 63.9, 237.6, 10.3 kJ/mol.